Record 1
{
  "formula": "C12H36O10PRb5",
  "method": "ωB97M-V/def2-TZVPD",
  "relative_energy_kcal_mol": 18.9,
  "total_charge": 2,
  "e_homo_ev": -13.9595,
  "lumo_energy_ha": -0.249,
  "orbital_gap_ev": 7.2,
  "energy_ha": -1692.81986,
  "symbols": ["Rb", "Rb", "Rb", "Rb", "Rb", "P", "O", "O", "O", "O", "O", "O", "O", "O", "O", "O", "C", "C", "C", "C", "C", "C", "C", "C", "C", "C", "C", "C", "H", "H", "H", "H", "H", "H", "H", "H", "H", "H", "H", "H", "H", "H", "H", "H", "H", "H", "H", "H", "H", "H", "H", "H", "H", "H", "H", "H", "H", "H", "H", "H", "H", "H", "H", "H"],
  "positions_angstrom": [[1.832, 1.719, -2.141], [0.301, -4.159, -0.059], [2.879, -2.237, 1.640], [-2.353, -1.042, 0.780], [2.913, -2.432, -2.308], [0.790, -0.672, -0.201], [2.311, -0.501, -0.466], [0.853, -1.205, 3.846], [4.365, 1.195, -0.623], [0.788, 2.955, 0.629], [-0.025, 0.623, -0.383], [0.170, -1.695, -1.202], [0.469, -1.252, 1.209], [-2.347, 2.017, -0.914], [-1.876, -3.155, -1.732], [-0.136, -0.226, -3.568], [1.122, 2.697, 1.993], [-2.730, -4.885, -3.164], [0.481, -2.506, 5.803], [-0.097, 2.507, 2.860], [-2.120, -3.507, -3.097], [4.958, 2.894, 0.989], [0.783, -2.543, 4.329], [-1.478, 0.243, -3.640], [-4.090, 3.500, -0.222], [-2.023, 0.178, -5.058], [5.091, 1.444, 0.601], [-2.731, 2.925, 0.123], [6.131, 1.155, 0.454], [1.808, 1.837, 2.062], [-1.485, 1.625, -0.699], [0.476, 2.088, 0.284], [-2.034, -5.635, -2.766], [-0.871, 3.222, 2.582], [4.659, 0.822, 1.401], [-2.801, 2.389, 1.084], [0.536, -1.167, 2.922], [0.281, -3.502, 6.196], [3.902, 3.146, 1.098], [0.151, 2.644, 3.911], [-2.743, -2.744, -3.572], [-1.986, 3.716, 0.232], [-0.006, -3.098, 3.789], [-3.650, -4.955, -2.588], [-1.572, 1.257, -3.236], [-0.406, -1.890, 5.939], [-0.033, -0.780, -2.777], [-0.518, 1.500, 2.744], [-3.083, 0.439, -5.007], [-1.161, -2.482, -1.634], [-4.843, 2.716, -0.233], [-4.371, 4.246, 0.524], [1.705, 3.551, 2.349], [3.692, 0.518, -0.440], [5.463, 3.099, 1.932], [5.373, 3.535, 0.211], [1.305, -2.061, 6.356], [-4.036, 4.029, -1.172], [-2.133, -0.367, -3.000], [-2.894, -5.170, -4.202], [-1.990, -0.850, -5.430], [1.724, -3.070, 4.083], [-1.172, -3.480, -3.660], [-1.518, 0.834, -5.761]]
}


Record 2
{
  "formula": "C3H6KMgO5",
  "method": "ωB97M-V/def2-TZVPD",
  "total_charge": 0,
  "s2": 0.751,
  "multiplicity": 2,
  "e_homo_ev": [-6.9423, -8.4333],
  "lumo_energy_ha": [-0.028, -0.036],
  "orbital_gap_ev": [6.2, 7.5],
  "energy_ha": -1294.12956,
  "symbols": ["K", "Mg", "O", "O", "O", "O", "O", "C", "C", "C", "H", "H", "H", "H", "H", "H"],
  "positions_angstrom": [[-1.505, 1.251, 1.488], [2.859, -1.308, -2.735], [-3.987, -0.019, -1.465], [-2.083, 1.149, -0.977], [-2.005, -0.991, -2.091], [-2.498, -0.748, 0.106], [1.241, -1.993, -3.333], [-0.596, -0.968, -2.170], [-0.133, -1.944, -3.244], [-2.633, -0.013, -1.126], [-4.139, 0.766, -2.001], [-0.161, -1.262, -1.196], [-2.362, -1.723, -0.206], [-0.595, -1.632, -4.204], [-0.560, -2.941, -3.008], [-0.226, 0.045, -2.400]]
}


Record 3
{
  "formula": "C7H15N",
  "method": "ωB97M-V/def2-TZVPD",
  "relative_energy_kcal_mol": 57.6,
  "total_charge": 1,
  "s2": 0.774,
  "multiplicity": 2,
  "e_homo_ev": [-11.6637, -11.6410],
  "lumo_energy_ha": [-0.146, -0.287],
  "orbital_gap_ev": [7.7, 3.8],
  "energy_ha": -330.10834,
  "symbols": ["N", "C", "C", "C", "C", "C", "C", "C", "H", "H", "H", "H", "H", "H", "H", "H", "H", "H", "H", "H", "H", "H", "H"],
  "positions_angstrom": [[-1.432, -1.827, -1.066], [-1.435, -0.608, -1.724], [2.367, 0.132, 1.230], [-2.722, -2.418, -0.702], [1.643, 1.396, 1.614], [2.294, 2.519, 1.993], [-0.569, -0.127, -2.689], [0.161, 1.343, 1.419], [2.307, 0.015, 0.132], [-2.179, 0.135, -1.374], [-3.154, -2.979, -1.556], [1.935, -0.743, 1.665], [3.482, 0.139, 1.484], [-2.665, -3.062, 0.188], [-0.385, 2.235, 1.756], [-0.755, -2.516, -1.468], [-0.735, 0.840, -3.176], [0.244, -0.766, -3.000], [-0.301, 0.444, 1.871], [3.389, 2.559, 1.916], [1.770, 3.419, 2.323], [0.012, 1.259, 0.335], [-3.384, -1.603, -0.467]]
}


Record 4
{
  "formula": "C2H3BrN2",
  "method": "ωB97M-V/def2-TZVPD",
  "relative_energy_kcal_mol": 38.1,
  "total_charge": 0,
  "e_homo_ev": -8.4789,
  "lumo_energy_ha": 0.016,
  "orbital_gap_ev": 8.9,
  "energy_ha": -2761.39513,
  "symbols": ["Br", "N", "N", "C", "C", "H", "H", "H"],
  "positions_angstrom": [[2.884, 0.101, 0.093], [-2.176, -0.963, 0.161], [-1.467, -0.036, 0.130], [1.033, -0.031, -0.449], [0.076, -0.027, 0.401], [0.942, 0.010, -1.511], [0.342, 0.096, 1.504], [-1.635, 0.849, -0.329]]
}


Record 5
{
  "formula": "C7H13N2O3P",
  "method": "ωB97M-V/def2-TZVPD",
  "relative_energy_kcal_mol": 71.7,
  "total_charge": 0,
  "e_homo_ev": -9.2979,
  "lumo_energy_ha": 0.020,
  "orbital_gap_ev": 9.8,
  "energy_ha": -951.05414,
  "symbols": ["P", "O", "O", "O", "N", "N", "C", "C", "C", "C", "C", "C", "C", "H", "H", "H", "H", "H", "H", "H", "H", "H", "H", "H", "H", "H"],
  "positions_angstrom": [[0.449, -0.838, 1.527], [-2.616, 1.444, 1.144], [0.182, -0.954, -0.681], [0.618, -2.314, 1.784], [-1.106, -0.209, 1.631], [1.514, 0.223, 1.699], [-1.899, -0.663, 2.742], [-1.636, 0.797, 0.824], [-0.379, 0.115, -1.272], [0.052, 0.314, -2.721], [-1.178, 1.007, -0.637], [1.313, 1.670, 1.619], [0.210, -2.317, -1.278], [2.176, 2.021, 2.124], [-0.695, 1.066, -3.266], [0.955, 0.944, -2.927], [-1.224, -0.937, 3.542], [-2.598, -1.356, 2.381], [0.594, 2.023, 2.270], [-2.415, 0.153, 3.204], [0.417, -2.814, -0.396], [-0.770, -2.475, -1.525], [1.264, 1.963, 0.579], [-0.022, -0.513, -3.426], [-1.372, 1.964, -1.064], [0.917, -2.302, -2.124]]
}


Record 6
{
  "formula": "C12H36HfO16P3S",
  "method": "ωB97M-V/def2-TZVPD",
  "total_charge": 2,
  "s2": 0.752,
  "multiplicity": 2,
  "e_homo_ev": [-14.3028, -14.3028],
  "lumo_energy_ha": [-0.285, -0.311],
  "orbital_gap_ev": [6.5, 5.8],
  "energy_ha": -3152.48723,
  "symbols": ["Hf", "S", "P", "P", "P", "O", "O", "O", "O", "O", "O", "O", "O", "O", "O", "O", "O", "O", "O", "O", "O", "C", "C", "C", "C", "C", "C", "C", "C", "C", "C", "C", "C", "H", "H", "H", "H", "H", "H", "H", "H", "H", "H", "H", "H", "H", "H", "H", "H", "H", "H", "H", "H", "H", "H", "H", "H", "H", "H", "H", "H", "H", "H", "H", "H", "H", "H", "H", "H"],
  "positions_angstrom": [[-1.152, -1.065, 2.212], [-0.120, 2.269, -5.792], [-0.062, -2.910, -1.050], [2.723, -1.181, 1.767], [-2.892, 2.388, 3.068], [3.395, -2.352, 0.901], [1.271, -1.301, 2.029], [-0.332, 2.531, -4.147], [-1.225, 3.041, -6.375], [-2.387, 0.955, 2.894], [1.239, 2.661, -6.127], [1.129, -3.980, -0.998], [3.020, 0.142, 1.005], [-4.537, 2.317, 2.917], [3.618, -1.064, 3.062], [-2.498, 3.594, 2.063], [-1.209, -3.852, -1.681], [-0.304, -2.203, 0.286], [-0.559, 0.645, 0.959], [0.278, -1.873, -2.357], [-2.658, 3.081, 4.519], [-2.618, 3.723, 0.737], [1.432, -1.133, -2.371], [-5.305, 2.300, 4.077], [3.546, -2.007, 4.089], [1.663, -4.688, -2.079], [-1.063, 1.477, -2.235], [-1.973, -4.800, -0.990], [-1.529, 2.095, -3.497], [-0.344, 0.404, -5.979], [2.740, 1.438, 1.580], [4.813, -2.505, 0.790], [-1.326, 3.706, 4.715], [0.067, 0.172, -6.962], [1.847, -5.756, -1.970], [-4.700, 1.805, 4.836], [-1.429, 0.355, -6.068], [-2.793, 4.776, 0.517], [-0.796, 4.216, 3.910], [-3.505, 3.195, 0.387], [-1.788, -4.783, 0.084], [4.289, -2.804, 4.065], [-1.521, -5.778, -1.158], [-2.042, 1.348, -4.103], [3.658, -1.462, 5.027], [-0.229, 2.053, -1.832], [5.064, -1.573, 0.283], [3.612, 2.035, 1.848], [-1.732, 3.324, 0.243], [-6.173, 1.663, 3.902], [-0.530, 3.076, 5.112], [5.419, -2.554, 1.695], [2.181, -1.905, -2.546], [2.082, 1.206, 2.417], [5.117, -3.347, 0.168], [-0.010, -0.165, -5.112], [0.021, 1.351, 0.614], [1.728, -0.447, -3.165], [-1.742, 1.336, -1.395], [-1.461, 4.494, 5.455], [-3.030, -4.611, -1.174], [-5.513, 3.317, 4.409], [-2.195, 2.939, -3.317], [2.201, 2.012, 0.827], [2.568, -2.474, 4.203], [0.979, -4.588, -2.922], [-0.546, 0.526, -2.360], [2.628, -4.310, -2.417], [1.500, -0.494, -1.490]]
}


Record 7
{
  "formula": "C2H4OS3",
  "method": "ωB97M-V/def2-TZVPD",
  "relative_energy_kcal_mol": 58.2,
  "total_charge": 0,
  "smiles": "C[C@@H]1S[S@@]1(=O)=S",
  "e_homo_ev": -9.3330,
  "lumo_energy_ha": -0.016,
  "orbital_gap_ev": 8.9,
  "energy_ha": -1348.31564,
  "symbols": ["S", "S", "S", "O", "C", "C", "H", "H", "H", "H"],
  "positions_angstrom": [[1.672, 0.989, -0.545], [0.633, 0.628, 1.198], [0.249, 2.171, 2.338], [0.928, -0.670, 1.736], [-0.570, -1.020, -0.829], [-0.069, 0.494, -0.370], [-0.524, -1.248, -1.835], [0.010, -1.779, -0.306], [-0.694, 1.326, -0.828], [-1.633, -0.891, -0.558]]
}